Computed, not measured: a molecular structure, C31H39Br4F6I2N2O9PS, with ωB97M-V/def2-TZVPD.

Each line ends with the Löwdin charge.
Element x y z (Å)
C  1.664  -0.873  4.284  -0.07
C  1.948  0.521  3.689  -0.24
N  2.561  0.608  2.370  0.00
C  2.058  0.397  0.995  -0.21
C  2.583  -1.043  0.656  -0.09
C  2.302  -1.868  -0.643  -0.33
C  1.515  -3.158  -0.283  -0.10
C  3.603  -2.404  -1.256  -0.15
C  0.503  0.501  0.795  -0.19
C  -0.316  1.301  1.862  -0.05
C  -1.724  1.678  1.469  -0.21
C  -2.009  2.726  0.597  -0.02
C  -3.318  3.038  0.281  -0.02
C  -4.388  2.334  0.838  -0.26
C  -5.801  2.696  0.473  -0.11
C  -4.104  1.313  1.733  -0.03
C  -2.787  0.992  2.037  -0.04
C  -0.253  -0.861  0.870  -0.18
O  -0.216  -1.541  1.849  0.17
C  -1.197  -1.307  -0.303  -0.33
F  -0.527  -1.471  -1.463  0.14
F  -2.146  -0.377  -0.547  0.17
C  -2.003  -2.588  -0.007  -0.36
F  -1.219  -3.660  0.127  0.16
F  -2.685  -2.426  1.146  0.16
C  -3.084  -2.900  -1.095  -0.36
F  -4.171  -2.155  -0.900  0.17
F  -3.446  -4.193  -0.874  0.14
C  -2.645  -2.767  -2.560  -0.44
O  -3.099  -1.912  -3.256  0.19
O  -1.714  -3.647  -2.931  0.13
O  0.079  0.984  -0.510  -0.17
S  0.798  1.754  -1.674  0.67
O  0.284  3.081  -1.733  -0.21
O  0.690  0.979  -2.865  -0.24
C  2.617  1.902  -1.282  -0.37
O  2.815  3.340  -1.463  -0.04
C  4.014  3.711  -1.786  -0.41
N  5.088  4.063  -2.005  0.21
P  3.550  1.116  -2.728  0.75
O  3.179  -0.236  -3.180  -0.40
C  2.788  1.653  0.261  -0.34
O  1.871  2.697  0.647  -0.19
C  4.142  2.146  0.880  -0.60
I  4.031  3.920  2.047  1.12
C  5.395  1.695  0.790  -0.78
C  6.607  2.311  1.432  -0.25
I  5.942  -0.001  -0.312  1.15
H  1.973  -0.876  5.330  0.07
H  2.234  -1.655  3.789  0.07
H  0.605  -1.117  4.292  0.06
H  2.704  0.947  4.353  0.11
H  1.103  1.166  3.880  0.09
H  3.481  0.207  2.450  0.12
H  2.178  -1.634  1.477  0.10
H  3.652  -1.083  0.849  0.04
H  1.743  -1.303  -1.386  0.11
H  1.025  -3.114  0.684  0.06
H  0.805  -3.420  -1.062  0.02
H  2.195  -4.008  -0.221  0.03
H  3.359  -3.246  -1.903  0.00
H  4.254  -2.780  -0.464  0.08
H  4.138  -1.690  -1.866  0.00
H  0.172  2.207  2.203  0.12
H  -0.417  0.683  2.744  0.10
H  -1.212  3.309  0.157  0.11
H  -3.514  3.840  -0.418  0.12
H  -6.482  1.932  0.833  0.02
H  -6.107  3.660  0.870  0.06
H  -5.888  2.696  -0.613  0.07
H  -4.906  0.759  2.201  0.11
H  -2.599  0.174  2.723  0.12
H  -1.210  -3.217  -3.638  0.13
H  4.915  1.282  -2.517  -0.05
H  3.217  2.079  -3.692  0.06
H  1.783  2.634  1.606  0.02
H  6.784  3.304  1.020  0.07
H  6.485  2.374  2.512  0.05
H  7.495  1.720  1.239  0.03
Br  2.975  -6.839  -0.609  0.64
C  3.470  -6.815  -2.490  -0.68
C  3.477  -5.416  -3.043  -0.67
Br  1.675  -4.755  -3.349  0.73
H  2.770  -7.462  -3.007  0.05
H  4.468  -7.244  -2.535  0.06
H  3.965  -5.390  -4.014  0.07
H  3.962  -4.711  -2.376  0.02
Br  -8.817  5.497  0.548  0.62
C  -10.100  4.562  -0.575  -0.70
C  -10.331  3.148  -0.116  -0.68
Br  -8.856  1.973  -0.595  0.69
H  -9.721  4.611  -1.590  0.05
H  -11.020  5.136  -0.500  0.06
H  -11.205  2.733  -0.611  0.06
H  -10.452  3.074  0.959  0.05

- Total energy: -14221.31162 Ha
- Frontier orbital gap: 8.52 eV
- LUMO energy: -0.38 eV
- HOMO energy: -8.90 eV

Computed, not measured: a gas-phase ion, CH7NO3P (charge +1), with ωB97M-V/def2-TZVPD.

Each line ends with the Löwdin charge.
Element x y z (Å)
C  -1.755  0.715  0.131  -0.31
N  1.497  -1.311  0.315  0.01
O  1.813  0.998  -0.484  -0.20
O  -2.729  -0.172  -0.140  0.06
O  -0.468  0.140  -0.150  -0.28
P  0.880  0.353  0.739  0.87
H  -2.920  -0.190  -1.058  0.10
H  -1.928  1.052  1.132  0.13
H  -1.638  1.505  -0.594  0.14
H  1.176  -1.366  -0.659  0.12
H  1.270  -2.069  0.891  0.09
H  2.223  1.852  -0.425  0.07
H  2.578  -1.507  0.303  0.19

- Multiplicity: 3
- Total energy: -663.70690 Ha
- Charge: +1
- Frontier orbital gap (alpha / beta): 6.45 / 7.36 eV
- LUMO energy (alpha / beta): -3.52 / -8.24 eV
- HOMO energy (alpha / beta): -9.98 / -15.60 eV

Computed, not measured: 2 unconnected molecules or ions with the total composition C7H14O2, with ωB97M-V/def2-TZVPD.

Each line ends with the Löwdin charge.
Element x y z (Å)
C  1.287  1.877  0.031  -0.18
C  0.097  2.648  -0.526  -0.19
C  -1.188  2.021  0.128  -0.22
C  -0.715  1.257  1.305  -0.21
C  0.639  0.722  0.856  -0.23
H  1.954  1.492  -0.747  0.10
H  1.832  2.565  0.698  0.10
H  -0.119  2.499  -1.617  0.11
H  0.164  3.740  -0.296  0.11
H  -1.596  1.298  -0.638  0.11
H  -1.924  2.809  0.350  0.11
H  -1.381  0.459  1.597  0.11
H  -0.546  1.944  2.122  0.11
H  0.570  -0.084  0.136  0.03
H  1.264  0.314  1.696  0.11
C  1.180  -2.308  0.294  -0.01
C  -0.142  -2.213  -0.422  -0.50
O  -0.950  -3.096  -0.576  0.10
O  -0.388  -0.999  -1.101  0.01
H  1.173  -3.167  1.007  0.09
H  2.068  -2.330  -0.391  0.11
H  1.463  -1.505  1.115  0.10
H  -1.169  -1.305  -1.615  0.13

- Total energy: -425.56778 Ha
- SMILES: C1CCCC1.CC(=O)O
- Frontier orbital gap: 11.26 eV
- LUMO energy: 0.70 eV
- HOMO energy: -10.56 eV

Computed, not measured: 2 unconnected molecules or ions with the total composition C6H9N, with ωB97M-V/def2-TZVPD.

Each line ends with the Löwdin charge.
Element x y z (Å)
C  1.365  0.946  1.554  -0.04
C  0.952  -0.169  0.666  -0.33
C  1.462  -0.896  -0.380  0.06
C  0.181  -1.737  -0.648  -0.16
C  0.202  -1.358  0.768  -0.10
H  0.607  1.737  1.552  0.07
H  2.310  1.373  1.209  0.08
H  1.484  0.611  2.590  0.08
H  0.305  -2.788  -0.912  0.10
H  -0.535  -1.214  -1.279  0.07
H  0.303  -2.090  1.575  0.12
C  -1.446  1.362  -0.896  -0.15
N  -2.342  0.479  -1.046  0.03
H  -0.689  1.482  -1.675  0.07
H  -1.358  2.030  -0.029  0.06
H  -2.973  0.468  -0.242  0.05

- Total energy: -288.59470 Ha
- SMILES: CC1=C2C[C@H]12.C=N
- Frontier orbital gap: 9.17 eV
- LUMO energy: 0.91 eV
- HOMO energy: -8.25 eV